C22H33N3O4 | the ωB97M-V functional and the def2-TZVPD basis

Cartesian coordinates (Å):
O: 3.23 -3.51 -0.06
O: -1.73 -1.46 -2.08
O: 2.03 2.10 -0.18
O: -3.09 -3.05 -0.36
N: -2.53 2.38 -0.30
N: 3.04 -1.30 0.35
N: 3.89 1.03 -0.84
C: 4.30 2.14 -1.67
C: -1.74 -2.95 -0.18
C: 4.71 -0.16 -0.94
C: -3.62 1.46 -0.57
C: 2.72 1.10 -0.17
C: 2.30 -0.11 0.66
C: 2.40 0.26 2.15
C: 2.52 -2.54 0.11
C: -3.19 0.00 -0.72
C: -1.57 2.28 -1.38
C: -1.98 2.30 1.06
C: 1.03 -2.64 0.04
C: -3.07 2.64 2.08
C: -2.16 -0.11 -1.85
C: -0.82 3.29 1.23
C: -1.02 0.86 -1.59
C: -1.05 -2.09 -1.07
C: 0.32 -1.97 -0.96
C: -1.03 -3.63 0.80
C: 4.46 -1.10 0.23
C: 0.35 -3.47 0.91
C: -3.81 -3.94 0.44
H: -4.84 -3.88 0.09
H: 4.34 1.84 -2.72
H: -0.58 3.37 2.29
H: -3.78 -3.66 1.50
H: -3.45 -4.97 0.32
H: 3.43 0.48 2.43
H: -4.09 1.79 -1.51
H: -2.10 2.59 -2.29
H: 2.04 -0.57 2.76
H: 0.89 -4.01 1.67
H: 5.76 0.14 -0.97
H: -1.60 1.28 1.29
H: -2.74 -0.35 0.22
H: -0.48 0.57 -0.68
H: -0.75 2.97 -1.22
H: -0.32 0.86 -2.42
H: 4.93 -2.07 0.06
H: 3.58 2.94 -1.54
H: -2.65 0.14 -2.80
H: 5.29 2.49 -1.36
H: -4.05 -0.64 -0.93
H: 1.79 1.14 2.34
H: -3.80 1.84 2.18
H: -2.62 2.81 3.05
H: 1.24 -0.28 0.45
H: -1.53 -4.29 1.49
H: -1.12 4.27 0.86
H: 0.84 -1.35 -1.68
H: 0.08 2.97 0.71
H: 4.86 -0.66 1.16
H: -3.58 3.55 1.77
H: 4.48 -0.69 -1.88
H: -4.38 1.55 0.21

As for the SMILES: COc1ccc(C(=O)N2CCN(C)C(=O)[C@@H]2C)cc1OC1CCN(C(C)C)CC1. The energy is -36010.3190 eV. Its energy above the lowest of the compared OMol25 structures with the same formula, charge and spin is 34.0 kcal/mol. As for the charge: 0. The multiplicity is 1.

C6H3N5O5Pd | the ωB97M-V functional and the def2-TZVPD basis

Cartesian coordinates (Å):
Pd: 0.27 -0.79 -1.22
O: 2.99 -1.92 -0.05
O: 1.86 1.45 -2.77
O: -2.45 0.31 -2.41
O: -1.32 -3.06 0.31
O: 0.57 -2.74 -3.75
N: -0.98 0.34 1.28
N: 0.47 2.00 1.96
N: 0.06 0.45 0.44
N: -1.49 1.52 3.25
N: -0.69 1.29 2.18
C: 0.46 -2.03 -2.83
C: 1.29 0.66 -2.20
C: 0.90 1.42 0.84
C: -0.76 -2.21 -0.21
C: -1.47 -0.08 -1.96
C: 2.01 -1.50 -0.46
H: -2.32 0.97 3.38
H: -1.24 2.24 3.91
H: 1.83 1.69 0.31

As for the expectation value of S²: 2.01. The energy is -27415.1753 eV. Its energy above the lowest of the compared OMol25 structures with the same formula, charge and spin is 0.0 kcal/mol. As for the charge: +2. The multiplicity is 3.

C23H41FP2Tb | the ωB97M-V functional and the def2-TZVPD basis

Cartesian coordinates (Å):
Tb: 1.90 0.12 -1.24
P: 1.19 -0.58 -3.73
P: 0.05 1.36 -5.71
F: 3.30 1.52 -0.86
C: 3.24 -1.38 1.52
C: -1.38 0.45 -5.01
C: 1.82 -3.42 -0.45
C: -3.80 1.48 -2.64
C: -2.85 2.32 -2.21
C: -1.45 2.38 -2.75
C: -0.25 -0.44 0.53
C: -0.03 3.13 -5.81
C: 1.26 -2.11 0.00
C: -3.69 0.55 -3.81
C: -0.71 1.04 -2.56
C: 0.97 -0.16 1.21
C: -0.07 -1.63 -0.23
C: -1.54 0.24 0.80
C: -0.88 -0.01 -3.67
C: -0.03 0.80 -7.45
C: 1.22 0.98 2.12
C: -2.81 1.03 -5.00
C: 3.08 -0.88 -3.31
C: -1.12 -2.38 -0.97
C: 1.90 -1.21 0.91
C: 1.55 0.66 -5.06
C: 0.91 -2.09 -4.71
H: -4.76 1.40 -2.09
H: 3.98 -0.69 1.09
H: -1.41 -0.43 -5.69
H: 2.06 -4.05 0.42
H: 0.35 1.35 -2.35
H: -1.59 0.60 1.84
H: -4.71 0.43 -4.22
H: -1.36 -0.93 -3.32
H: 1.54 -2.07 -5.62
H: 3.25 -1.47 -2.38
H: 0.51 3.62 -4.98
H: 3.65 0.07 -3.28
H: -1.31 -3.37 -0.53
H: -1.07 0.56 -7.71
H: 1.09 -3.97 -1.06
H: 2.08 0.13 -5.87
H: 0.33 1.63 2.20
H: 3.19 -1.18 2.61
H: 1.21 -2.96 -4.11
H: -3.32 0.72 -5.93
H: 3.46 -1.49 -4.14
H: -2.40 -0.43 0.65
H: 0.33 1.60 -8.11
H: -0.14 -2.20 -5.00
H: 1.47 0.64 3.13
H: -2.80 2.13 -5.06
H: -0.88 3.13 -2.18
H: -1.07 0.58 -1.64
H: -1.06 3.50 -5.85
H: -1.38 2.73 -3.79
H: 2.06 1.61 1.78
H: -1.71 1.12 0.16
H: -2.08 -1.83 -0.97
H: 0.47 3.41 -6.75
H: -3.05 2.99 -1.37
H: 2.22 1.46 -4.69
H: -0.85 -2.55 -2.02
H: -3.40 -0.45 -3.47
H: 2.75 -3.31 -1.03
H: 0.58 -0.10 -7.58
H: 3.61 -2.41 1.40

As for the expectation value of S²: 12.74. The energy is -68239.5631 eV. Its energy above the lowest of the compared OMol25 structures with the same formula, charge and spin is 54.6 kcal/mol. As for the charge: +1. The multiplicity is 7.

H38O19 | the ωB97M-V functional and the def2-TZVPD basis

Cartesian coordinates (Å):
O: 0.68 -1.99 4.78
O: -3.37 -3.19 0.56
O: 2.93 -0.65 2.30
O: 0.72 3.27 1.19
O: 3.68 2.56 -0.25
O: -2.86 3.45 2.36
O: -3.48 -1.40 -3.42
O: -2.42 -0.19 3.81
O: -0.87 -3.82 -0.33
O: -2.76 -0.65 1.32
O: 2.76 1.79 -2.67
O: -1.32 1.91 -1.88
O: 3.54 -0.21 -0.10
O: -1.63 -1.06 -1.84
O: 2.07 -0.48 -2.28
O: 0.48 0.74 -4.35
O: 0.04 -2.83 -3.51
O: 3.76 1.40 3.44
O: -0.89 1.22 0.61
H: -1.08 -2.90 -0.60
H: 3.87 -0.72 -0.83
H: -1.00 -4.03 0.62
H: -3.06 -3.42 -0.32
H: -1.25 2.11 -0.96
H: -3.29 -0.54 4.19
H: 0.09 -2.17 4.00
H: 2.97 -1.66 2.27
H: 4.15 3.12 0.47
H: -2.97 -0.41 2.34
H: -0.59 0.55 0.04
H: 2.55 -0.01 -0.34
H: -2.21 2.25 -2.01
H: 1.38 -1.04 -2.24
H: 1.79 -0.03 -3.15
H: -3.19 -0.42 -3.63
H: 0.72 1.54 -3.89
H: -2.13 -1.66 -2.26
H: 1.32 -1.35 4.57
H: 2.97 1.65 3.94
H: -3.11 -1.57 1.44
H: -2.28 -0.62 -1.31
H: 0.07 2.70 0.60
H: 3.21 2.95 -0.87
H: 0.22 -1.95 -3.18
H: 3.32 -0.33 1.45
H: -2.77 2.64 2.88
H: -0.28 1.14 -4.84
H: 1.24 2.55 1.54
H: 3.16 1.28 -1.86
H: -1.74 -0.47 4.38
H: 3.44 1.09 2.66
H: -2.66 -1.90 -3.80
H: -2.08 4.03 2.64
H: 3.31 2.64 -2.87
H: 0.07 -3.47 -2.83
H: -1.23 0.97 1.42
H: -4.00 -2.44 0.58

The energy is -39515.3948 eV. Its energy above the lowest of the compared OMol25 structures with the same formula, charge and spin is 173.1 kcal/mol. As for the charge: 0. The multiplicity is 1.

C4H6N2O | the ωB97M-V functional and the def2-TZVPD basis

Cartesian coordinates (Å):
O: -0.15 1.16 -0.77
N: -0.91 -1.11 -0.73
N: 0.47 -1.39 -0.56
C: 1.00 -0.89 0.48
C: 0.22 1.43 0.64
C: 0.39 0.12 1.39
C: -1.07 0.18 -0.84
H: -0.50 2.11 1.11
H: -2.09 0.49 -1.01
H: 2.06 -1.22 0.63
H: -0.57 -0.26 1.69
H: 1.22 1.85 0.50
H: 0.94 0.25 2.29

As for the SMILES: C1=NN=COCC1. The energy is -9270.5279 eV. Its energy above the lowest of the compared OMol25 structures with the same formula, charge and spin is 68.6 kcal/mol. As for the charge: 0. The multiplicity is 1.

C6H4Cl2F12NaO12S4 | the ωB97M-V functional and the def2-TZVPD basis

Cartesian coordinates (Å):
Cl: 3.08 4.73 1.91
Cl: 2.14 2.54 -0.25
S: 0.34 -2.79 -0.07
S: 0.41 -0.56 -4.16
S: -0.70 -0.04 3.06
S: -3.28 -0.40 -0.80
Na: 0.13 0.89 -0.77
F: 2.99 -3.34 -0.41
F: 1.94 -4.79 0.80
F: -4.34 1.15 -2.67
F: 2.80 0.68 -4.21
F: 2.42 -2.89 1.69
F: -1.56 1.49 5.10
F: 2.76 -1.20 -5.35
F: -1.66 2.50 3.14
F: -5.68 -0.50 -2.26
F: 2.82 -1.26 -3.21
F: 0.24 2.20 4.11
F: -5.56 1.16 -0.86
O: -2.90 -1.36 -1.81
O: 0.02 -3.65 -1.20
O: -0.54 0.34 1.67
O: -1.84 -0.88 3.37
O: 0.61 -1.41 -0.49
O: -3.75 -1.00 0.45
O: 0.10 -1.93 -3.78
O: 0.10 0.46 -3.17
O: -0.54 -2.97 1.07
O: -0.04 -0.31 -5.53
O: 0.53 -0.55 3.67
O: -2.37 0.74 -0.70
C: 1.71 2.34 1.47
C: -4.83 0.36 -1.67
C: 2.33 -0.58 -4.24
C: 2.07 -3.46 0.53
C: 2.69 3.05 2.41
C: -0.99 1.63 3.90
H: 3.63 2.51 2.41
H: 2.22 3.07 3.39
H: 0.72 2.71 1.74
H: 1.78 1.28 1.68

The energy is -136272.3454 eV. Its energy above the lowest of the compared OMol25 structures with the same formula, charge and spin is 26.7 kcal/mol. As for the charge: -3. The multiplicity is 1.